Molecular formula: C42H47N9ORbS3Si
Method: DFT, the ωB97M-V functional and the def2-TZVPD basis

XYZ file:
```
104
Properties=species:S:1:pos:R:3:forces:R:3
Rb 0.107 0.343 0.064 0.3032 -1.1657 0.0831
C 0.669 -0.839 8.094 0.0173 0.0998 -0.0961
C 0.010 -0.505 6.781 0.0486 0.0201 0.0924
C -1.305 -0.868 6.480 0.2289 0.0878 0.0937
C -1.859 -0.598 5.254 -0.1005 0.0570 -0.1011
C -1.139 0.039 4.205 -0.1818 -0.1062 0.1656
N -1.628 0.203 2.985 0.7970 0.2275 -0.6422
C -2.941 0.294 2.707 -0.3537 0.0972 0.1182
C -3.766 1.244 3.356 0.0567 -0.0909 -0.0799
C -5.067 1.479 2.975 -0.1671 -0.0485 -0.1086
C -5.644 0.775 1.922 -0.0686 -0.1129 0.0110
C -7.042 1.035 1.432 0.1345 -0.0032 -0.0728
C -4.874 -0.199 1.303 0.0204 0.0776 0.0552
C -3.570 -0.471 1.687 -0.1778 0.8128 0.4906
N -2.912 -1.549 1.071 -0.3597 -0.5958 -0.1365
C -3.510 -2.672 0.613 0.0637 -0.4770 -0.2370
C -2.525 -3.454 0.054 -0.2199 0.0031 0.0117
C -1.352 -2.711 0.233 -0.2301 -0.1469 0.0975
N -1.609 -1.574 0.848 0.5314 -0.0877 -0.0267
C 0.188 0.416 4.542 -0.3272 -0.3436 0.4638
C 0.724 0.159 5.792 -0.1569 -0.1993 0.0322
N 1.013 1.108 3.624 0.0002 0.5779 0.2422
C 1.523 2.333 3.838 0.2435 0.3766 -0.1889
C 2.413 2.586 2.815 0.0518 0.2093 0.2228
C 2.365 1.431 2.026 0.2303 0.1737 0.1161
N 1.518 0.554 2.534 0.1790 -0.8510 -0.3812
H 0.065 -1.537 8.673 -0.0130 0.0195 0.0363
H 0.841 0.056 8.700 -0.0248 -0.0431 0.0818
H 1.642 -1.302 7.917 0.0160 -0.0417 0.0989
H -1.902 -1.384 7.224 0.0019 -0.0553 0.0609
H -2.874 -0.905 5.036 -0.0533 -0.0312 0.0357
H -3.331 1.817 4.168 0.0562 -0.0535 -0.0453
H -5.650 2.227 3.497 -0.0594 0.0925 0.0325
H -7.564 1.738 2.078 -0.0521 0.0708 0.0429
H -7.618 0.110 1.398 -0.1003 -0.0220 -0.0082
H -7.017 1.446 0.420 -0.0967 0.0519 -0.0144
H -5.305 -0.766 0.489 -0.0257 -0.0411 -0.1412
H -4.558 -2.865 0.730 -0.1220 0.0999 0.0806
H -2.634 -4.414 -0.413 -0.0600 -0.1373 -0.0117
H -0.350 -2.963 -0.056 0.2446 0.0658 -0.0764
H 1.742 0.473 5.992 0.0995 -0.0231 -0.0554
H 1.226 2.933 4.676 -0.0882 -0.0214 0.1443
H 3.022 3.461 2.681 0.0372 0.0823 -0.0130
H 2.933 1.202 1.140 -0.0225 -0.0841 -0.1393
N -3.300 0.744 -3.795 0.2065 -0.2306 -0.0449
C -4.018 1.680 -3.098 0.0414 0.1732 0.6374
C -5.021 2.564 -3.456 -0.1063 0.0595 -0.1684
C -5.509 3.394 -2.464 -0.0507 0.0189 -0.1614
C -5.014 3.343 -1.160 -0.0168 0.1064 0.1880
C -4.017 2.464 -0.792 0.0144 -0.1573 -0.1083
C -3.506 1.620 -1.776 -0.5944 0.3425 -0.7066
N -2.515 0.688 -1.710 0.6983 -0.5752 0.1477
C -2.401 0.185 -2.912 -0.5985 0.6236 0.2207
C -1.443 -0.811 -3.313 0.2956 -0.8674 -1.2398
C -1.392 -1.464 -4.526 0.1443 0.0907 0.3979
S -0.066 -2.558 -4.560 -0.1798 0.5075 0.5409
C 0.336 -2.038 -2.938 -0.0657 -0.7471 -0.7929
N -0.463 -1.172 -2.449 -0.1171 0.3685 0.7786
H -3.386 0.518 -4.770 0.0351 0.0469 0.0659
H -5.403 2.616 -4.466 -0.0420 -0.0095 -0.0616
H -6.293 4.097 -2.705 -0.0576 0.0633 -0.0188
H -5.425 4.017 -0.423 -0.0560 0.0352 0.1134
H -3.644 2.412 0.218 0.0554 -0.0308 0.2182
H -2.029 -1.373 -5.384 -0.2086 0.0886 -0.1130
H 1.156 -2.472 -2.404 0.2511 -0.0775 0.1903
C 7.886 -2.032 -1.884 -0.6101 0.2441 -0.0057
Si 6.206 -1.206 -2.308 0.1704 0.3759 -0.3588
C 6.002 -1.427 -4.195 0.0352 0.1360 0.5650
C 6.356 0.653 -1.885 -0.0776 -0.6053 -0.1279
C 4.864 -1.985 -1.234 0.2345 0.0225 -0.0699
C 5.142 -2.822 -0.172 0.0760 0.0006 -0.0442
C 4.120 -3.308 0.639 -0.0754 -0.0795 0.1395
C 2.826 -2.919 0.336 0.3327 -0.3996 0.3581
N 2.515 -2.131 -0.675 -0.4319 0.1009 0.1587
C 3.499 -1.652 -1.456 0.1128 0.0205 -0.2522
S 3.043 -0.654 -2.756 0.0508 0.7899 -0.5238
H 8.681 -1.620 -2.498 0.1088 0.1527 -0.1775
H 7.856 -3.101 -2.065 -0.0404 -0.2603 -0.0453
H 8.168 -1.878 -0.847 0.0362 0.0323 0.2634
H 6.922 -1.190 -4.724 0.2955 0.0107 0.0128
H 5.217 -0.777 -4.563 -0.1071 0.0469 0.0239
H 5.726 -2.447 -4.442 -0.0669 -0.2317 -0.0137
H 7.043 1.166 -2.552 0.1849 0.0316 -0.1599
H 6.703 0.801 -0.866 0.0989 -0.0491 0.2038
H 5.384 1.125 -1.980 -0.2079 0.0074 -0.0475
H 6.167 -3.106 0.032 0.0970 -0.0419 0.0576
H 4.328 -3.958 1.478 -0.0493 -0.0096 0.0309
H 1.988 -3.267 0.930 -0.0105 -0.0523 0.1522
C 0.047 5.383 1.718 -0.0429 -0.0982 -0.0447
C 0.640 4.618 0.556 -0.5691 -0.2641 -0.0414
S -0.620 3.508 -0.230 -0.2446 2.5312 0.4661
O 0.181 2.588 -1.028 0.9013 -0.4412 -1.4528
C -1.274 4.740 -1.470 0.0789 -0.4345 0.3059
C -0.260 5.026 -2.559 0.1509 -0.0996 0.0772
H 0.813 5.994 2.194 -0.0154 0.0552 0.0668
H -0.351 4.683 2.452 -0.0261 0.0573 0.1101
H -0.759 6.035 1.385 -0.0860 0.1267 0.0691
H 1.407 3.927 0.902 -0.0433 -0.0761 -0.1118
H 1.059 5.271 -0.205 0.0331 -0.0644 -0.1239
H -1.588 5.632 -0.934 -0.1390 0.0143 0.1254
H -2.146 4.240 -1.888 -0.1374 0.0212 0.1007
H 0.454 5.793 -2.264 0.0499 -0.0003 -0.0250
H -0.758 5.358 -3.468 -0.0876 0.0737 -0.0339
H 0.281 4.109 -2.791 0.0715 0.0064 -0.0447
```
Positions in Å, forces in eV/Å.

Highest occupied orbital energy   -3.6 eV
Kohn-Sham gap   5.43 eV
Charge   -1